The following is a DFT calculation (wB97M-V/def2-TZVPD) of a structure of composition C57H39F3LaN9O2 at a distorted geometry.

Orbital gap (spin up / spin down) ... 4.4 / 4.4 eV
HOMO energy (spin up / spin down) ... -5.8 / -5.8 eV
Energy above the lowest of the compared OMol25 structures with the same formula, charge and spin ... 77.0 kcal per mole
Total energy ... -86259.5778 eV

```
! wB97M-V def2-TZVPD RIJCOSX def2/J DEFGRID3
* xyz 0 1
La 1.139 -1.220 -0.097
C 7.102 -4.271 1.927
C 6.297 -3.481 2.735
C 5.467 -2.521 2.184
C 5.416 -2.294 0.797
C 6.216 -3.129 -0.002
C 7.047 -4.087 0.554
C 4.434 -1.354 0.232
C 4.077 -1.464 -1.178
C 5.001 -1.371 -2.274
C 4.271 -1.436 -3.421
C 2.899 -1.626 -3.036
C 1.823 -1.842 -3.882
C 2.096 -1.829 -5.344
C 1.501 -0.850 -6.144
C 1.804 -0.761 -7.493
C 2.699 -1.651 -8.069
C 3.282 -2.636 -7.288
C 2.983 -2.725 -5.937
C 0.452 -1.938 -3.480
N 0.001 -1.600 -2.224
C -1.338 -1.477 -2.323
C -1.980 -0.636 -1.288
C -3.413 -0.888 -0.625
C -5.690 0.034 -0.937
C -6.262 -0.578 0.320
C -5.988 -1.840 0.650
C -5.097 -2.684 -0.132
C -4.008 -2.246 -0.772
C -1.626 0.077 1.114
C -2.263 1.055 1.875
C -1.247 1.862 2.394
C -0.022 1.344 1.926
N -0.282 0.262 1.121
C 1.309 1.779 2.277
C 2.484 1.190 1.860
C 3.755 1.343 2.543
C 4.578 0.375 2.087
C 3.869 -0.345 1.041
N 2.629 0.206 0.893
C 1.417 2.894 3.254
C 2.078 4.071 2.901
C 2.142 5.142 3.781
C 1.550 5.054 5.032
C 0.913 3.878 5.405
C 0.846 2.810 4.525
C -1.792 -1.805 -3.604
C -0.657 -2.126 -4.335
N 2.828 -1.586 -1.646
H 7.731 -5.037 2.360
H 6.280 -3.642 3.805
H 4.800 -1.977 2.837
H 6.184 -3.045 -1.077
H 7.640 -4.715 -0.100
H 6.058 -1.184 -2.177
H 4.642 -1.342 -4.427
H 0.822 -0.138 -5.694
H 1.343 0.009 -8.099
H 2.946 -1.573 -9.120
H 3.974 -3.340 -7.732
H 3.432 -3.502 -5.331
H -6.244 0.921 -1.214
H -6.918 0.037 0.924
H -6.460 -2.290 1.516
H -5.321 -3.744 -0.158
H -3.383 -2.948 -1.314
H -3.327 1.123 2.056
H -1.371 2.719 3.036
H 3.967 2.069 3.312
H 5.605 0.207 2.366
H 2.535 4.147 1.922
H 2.646 6.054 3.486
H 1.591 5.893 5.715
H 0.465 3.795 6.388
H 0.362 1.888 4.822
H -2.820 -1.791 -3.937
H -0.622 -2.434 -5.367
F 0.034 -3.715 0.205
C 1.216 -4.251 0.722
F 1.078 -5.555 0.706
F 2.144 -3.911 -0.217
C 1.578 -3.521 2.119
O 2.032 -4.215 2.994
O 1.315 -2.293 2.005
C -1.694 3.014 -0.970
C -2.330 1.657 -1.044
N -1.632 0.696 -1.494
C -2.123 -0.962 0.194
C -4.240 0.273 -0.709
N -3.693 1.493 -0.691
C -4.534 2.709 -0.665
N -5.387 2.813 0.479
N -6.737 2.696 0.345
N -7.297 2.956 1.453
C -6.331 3.281 2.382
C -6.441 3.676 3.716
C -5.273 3.983 4.375
C -4.022 3.904 3.736
C -3.897 3.521 2.418
C -5.080 3.204 1.755
H -0.631 2.866 -1.132
H -1.831 3.445 0.023
H -2.061 3.704 -1.732
H -1.897 -1.991 0.460
H -5.760 -0.702 -1.747
H -5.157 2.771 -1.557
H -3.858 3.554 -0.647
H -7.412 3.749 4.186
H -5.308 4.302 5.407
H -3.131 4.154 4.296
H -2.931 3.459 1.935
*
```

Atomic partial charges in e from the Löwdin method, atoms 1 to 4: number 1, La, carries 2.142; number 2, C, carries -0.102; number 3, C, carries -0.081; number 4, C, carries -0.040

---

The following is a DFT calculation (wB97M-V/def2-TZVPD) of a structure of composition C57H43F3InN3O2P2S2.

Orbital gap ... 7.2 eV
HOMO energy ... -7.3 eV
Energy above the lowest of the compared OMol25 structures with the same formula, charge and spin ... 0.0 kcal per mole
Total energy ... -121948.2004 eV

```
! wB97M-V def2-TZVPD RIJCOSX def2/J DEFGRID3
* xyz 0 1
In 1.508 0.407 0.546
N 4.380 3.437 -1.096
C 3.398 2.749 -0.431
S 2.345 1.778 -1.447
N 3.329 2.948 0.843
N 2.315 2.275 1.512
C 2.061 2.757 2.668
C 1.083 2.276 3.614
C 1.032 2.949 4.846
C 0.136 2.607 5.830
C -0.753 1.557 5.578
C -0.729 0.883 4.378
C 0.187 1.211 3.355
O 0.146 0.535 2.228
H 4.637 3.092 -2.003
H 5.110 3.826 -0.522
H 2.649 3.625 2.960
H 1.730 3.765 5.009
H 0.115 3.139 6.772
H -1.471 1.267 6.337
H -1.428 0.081 4.182
O -1.132 -1.513 -1.241
S -0.010 -0.618 -1.659
C -0.576 0.170 -3.162
C -0.605 -0.602 -4.299
C -1.044 -0.110 -5.542
C -1.465 1.184 -5.603
C -1.937 2.013 -6.776
C -2.449 3.335 -6.144
C -2.106 3.213 -4.677
C -2.315 4.061 -3.634
C -1.954 3.627 -2.341
C -1.370 2.411 -2.057
P -1.050 2.021 -0.277
C -0.814 3.696 0.445
C -1.648 4.265 1.405
C -1.335 5.497 1.972
C -0.190 6.175 1.587
C 0.646 5.618 0.624
C 0.338 4.390 0.062
C -2.698 1.465 0.289
C -3.701 1.099 -0.609
C -4.885 0.532 -0.155
C -5.086 0.323 1.201
C -4.087 0.670 2.103
C -2.899 1.220 1.649
C -1.110 1.509 -3.148
C -1.526 1.954 -4.422
C 1.331 -1.691 -2.173
C 2.149 -1.351 -3.224
C 3.160 -2.206 -3.703
C 3.295 -3.429 -3.114
C 4.222 -4.582 -3.425
C 3.865 -5.673 -2.377
C 2.803 -5.038 -1.507
C 2.154 -5.487 -0.400
C 1.284 -4.597 0.271
C 0.997 -3.321 -0.156
P 0.227 -2.125 1.028
C -1.500 -2.694 1.231
C -2.220 -2.253 2.339
C -3.540 -2.637 2.523
C -4.153 -3.473 1.600
C -3.442 -3.913 0.492
C -2.124 -3.521 0.303
C 0.898 -2.625 2.685
C 0.411 -3.747 3.365
C 0.907 -4.109 4.608
C 1.898 -3.346 5.211
C 2.379 -2.219 4.563
C 1.880 -1.867 3.317
C 1.552 -2.891 -1.414
C 2.498 -3.752 -1.997
H -0.266 -1.628 -4.237
H -1.028 -0.754 -6.414
H -2.711 1.501 -7.349
H -1.105 2.195 -7.458
H -3.527 3.442 -6.273
H -1.987 4.214 -6.595
H -2.772 5.035 -3.766
H -2.166 4.296 -1.515
H -2.552 3.760 1.715
H -1.996 5.923 2.718
H 0.054 7.132 2.035
H 1.547 6.134 0.317
H 1.002 3.956 -0.678
H -3.560 1.246 -1.672
H -5.650 0.246 -0.867
H -6.010 -0.117 1.553
H -4.224 0.496 3.165
H -2.112 1.439 2.360
H 1.995 -0.403 -3.723
H 3.781 -1.892 -4.533
H 5.264 -4.271 -3.339
H 4.079 -4.935 -4.447
H 4.733 -5.965 -1.786
H 3.485 -6.578 -2.852
H 2.337 -6.471 0.016
H 0.867 -4.932 1.211
H -1.736 -1.612 3.062
H -4.089 -2.285 3.389
H -5.182 -3.781 1.743
H -3.917 -4.560 -0.235
H -1.582 -3.848 -0.575
H -0.394 -4.332 2.938
H 0.510 -4.983 5.109
H 2.286 -3.624 6.184
H 3.141 -1.603 5.024
H 2.277 -0.975 2.856
F 4.386 -0.078 1.319
C 3.497 -0.760 0.525
F 4.079 -0.808 -0.700
F 3.542 -2.045 0.977
*
```

Atomic partial charges in e from the Löwdin method, atoms 1 to 4: number 1, In, carries 0.493; number 2, N, carries 0.065; number 3, C, carries -0.837; number 4, S, carries 0.667